(P)
79
Properties=species:S:1:pos:R:3:mulliken_spin:R:1 method="wB97M-V/def2-TZVPD" charge=-2 multiplicity=4 homo_lumo_gap_ha="0.13466 / 0.19798" e_lumo_ev="4.710 / 4.703"
Pd 0.08 0.93 0.50 0.534
O -2.29 0.29 0.63 0.017
N -3.16 1.08 0.08 -0.006
C -4.36 0.55 -0.24 0.002
C -5.36 1.28 -0.83 -0.004
C -5.12 2.63 -1.11 0.011
C -3.89 3.16 -0.79 -0.005
C -2.87 2.41 -0.18 0.015
S -1.34 3.05 0.22 0.061
H -4.44 -0.50 0.00 0.001
H -6.30 0.80 -1.07 0.000
H -5.87 3.24 -1.58 0.002
H -3.66 4.20 -1.00 0.001
C 0.42 0.12 5.86 0.006
C 0.42 0.21 4.33 0.015
C -0.09 1.58 3.92 0.024
C -0.40 -0.93 3.73 -0.068
C -0.08 -2.30 4.33 -0.010
O -0.33 -3.20 3.28 -0.002
C -0.18 -2.43 2.10 0.187
N -0.17 -1.15 2.31 0.208
C -0.06 -3.21 0.91 0.195
C -0.08 -4.64 1.06 -0.031
C 0.04 -5.50 0.01 0.024
C 0.22 -5.01 -1.31 0.253
C 0.25 -3.64 -1.48 -0.164
C 0.11 -2.71 -0.45 0.210
P 0.18 -0.96 -0.91 0.103
C 1.60 -0.95 -2.08 -0.022
C 1.50 -0.98 -3.47 0.027
C 2.64 -0.94 -4.27 0.002
C 3.90 -0.87 -3.69 0.007
C 4.01 -0.85 -2.30 -0.020
C 2.87 -0.87 -1.51 0.031
C -1.23 -0.75 -2.09 0.058
C -2.21 -1.71 -2.30 -0.001
C -3.32 -1.43 -3.10 -0.012
C -3.45 -0.19 -3.71 0.010
C -2.48 0.78 -3.50 0.002
C -1.39 0.51 -2.69 0.024
H 0.97 0.96 6.29 -0.001
H 0.88 -0.80 6.23 0.001
H -0.60 0.17 6.24 -0.002
H 1.45 0.09 3.96 -0.009
H -1.08 1.76 4.36 0.001
H -0.18 1.70 2.84 0.021
H 0.59 2.37 4.27 -0.003
H -1.47 -0.69 3.89 0.035
H -0.70 -2.57 5.19 -0.004
H 0.98 -2.36 4.62 0.001
H -0.20 -5.04 2.06 0.029
H 0.02 -6.57 0.20 0.010
H 0.33 -5.68 -2.15 0.024
H 0.40 -3.26 -2.49 0.022
H 0.52 -1.03 -3.93 0.004
H 2.54 -0.95 -5.35 0.000
H 4.78 -0.84 -4.31 0.002
H 4.98 -0.78 -1.84 -0.002
H 2.95 -0.80 -0.43 0.008
H -2.12 -2.67 -1.82 0.006
H -4.08 -2.19 -3.24 0.001
H -4.33 0.03 -4.31 0.001
H -2.59 1.76 -3.94 0.000
H -0.66 1.28 -2.48 -0.005
C 4.19 2.62 -0.05 0.081
C 2.66 2.78 -0.02 0.142
C 2.15 2.90 -1.46 0.079
C 2.33 4.09 0.73 0.107
C 2.01 1.61 0.69 0.940
H 4.67 3.47 -0.56 0.009
H 4.46 1.70 -0.58 -0.038
H 4.59 2.55 0.96 -0.005
H 2.61 3.76 -1.97 0.002
H 1.07 3.03 -1.47 -0.002
H 2.39 2.00 -2.03 -0.036
H 2.79 4.96 0.23 0.007
H 2.71 4.04 1.75 0.004
H 1.25 4.24 0.77 -0.056
H 2.63 1.29 1.54 -0.057

(Q)
79
Properties=species:S:1:pos:R:3:mulliken_spin:R:1 method="wB97M-V/def2-TZVPD" charge=-2 multiplicity=4 homo_lumo_gap_ha="0.13612 / 0.20522" e_lumo_ev="4.772 / 4.766"
Pd 0.12 1.00 0.46 0.528
O -2.22 0.09 0.19 0.062
N -3.37 0.68 0.23 0.001
C -4.47 -0.09 0.19 -0.002
C -5.74 0.44 0.21 0.001
C -5.88 1.82 0.28 -0.001
C -4.75 2.60 0.34 -0.003
C -3.44 2.06 0.31 0.000
S -2.02 3.00 0.38 0.022
H -4.25 -1.15 0.14 0.002
H -6.60 -0.22 0.17 0.000
H -6.86 2.28 0.30 0.000
H -4.82 3.68 0.40 0.001
C 0.42 0.54 5.65 0.009
C 0.48 0.45 4.13 0.009
C 0.07 1.78 3.51 -0.033
C -0.40 -0.69 3.62 -0.059
C -0.07 -2.05 4.23 -0.012
O -0.22 -2.97 3.17 0.000
C -0.23 -2.20 1.98 0.172
N -0.27 -0.93 2.19 0.197
C -0.21 -2.97 0.79 0.218
C -0.21 -4.40 0.94 -0.005
C -0.24 -5.27 -0.11 -0.001
C -0.25 -4.78 -1.44 0.282
C -0.20 -3.41 -1.63 -0.158
C -0.20 -2.47 -0.59 0.220
P 0.06 -0.74 -1.11 -0.009
C 1.68 -0.96 -1.98 -0.040
C 1.92 -0.96 -3.35 0.032
C 3.20 -1.12 -3.86 0.005
C 4.28 -1.31 -3.00 0.004
C 4.05 -1.34 -1.63 -0.010
C 2.78 -1.16 -1.12 0.037
C -1.09 -0.47 -2.50 0.027
C -2.27 -1.20 -2.67 0.026
C -3.20 -0.82 -3.63 -0.014
C -2.98 0.27 -4.44 0.017
C -1.81 1.02 -4.27 -0.010
C -0.89 0.65 -3.30 0.016
H 1.04 1.37 6.01 -0.001
H 0.77 -0.38 6.14 0.001
H -0.61 0.72 5.98 -0.003
H 1.51 0.22 3.81 -0.002
H -0.91 2.10 3.88 0.003
H 0.01 1.69 2.41 0.065
H 0.81 2.56 3.73 -0.018
H -1.44 -0.41 3.85 0.033
H -0.74 -2.34 5.04 -0.004
H 0.96 -2.08 4.61 0.002
H -0.18 -4.79 1.95 0.033
H -0.24 -6.34 0.08 0.007
H -0.26 -5.46 -2.29 0.029
H -0.15 -3.04 -2.65 0.017
H 1.09 -0.82 -4.03 0.001
H 3.36 -1.11 -4.93 0.000
H 5.28 -1.44 -3.40 0.002
H 4.89 -1.49 -0.95 0.001
H 2.60 -1.15 -0.05 0.032
H -2.45 -2.05 -2.03 0.015
H -4.12 -1.39 -3.73 -0.001
H -3.71 0.57 -5.19 0.003
H -1.64 1.90 -4.88 -0.001
H -0.02 1.27 -3.13 0.010
C 4.29 2.44 -0.20 0.096
C 2.77 2.68 -0.13 0.151
C 2.23 2.82 -1.56 0.087
C 2.52 4.02 0.60 0.124
C 2.07 1.56 0.60 0.992
H 4.81 3.26 -0.71 0.004
H 4.49 1.51 -0.74 -0.030
H 4.70 2.35 0.81 -0.007
H 2.60 3.73 -2.05 -0.003
H 1.14 2.84 -1.53 -0.016
H 2.53 1.96 -2.16 -0.026
H 2.99 4.86 0.08 0.007
H 2.91 3.97 1.62 -0.013
H 1.44 4.20 0.67 -0.022
H 2.74 1.00 1.27 -0.102

Energetically preferred structure: (P) | next structure: +0.552 eV

(P)
9
Properties=species:S:1:pos:R:3:nbo_charge:R:1 method="wB97M-V/def2-TZVPD" charge=0 homo_lumo_gap_ha=0.37120 e_lumo_ev=0.220
C -0.67 0.31 1.42 0.675
N 0.68 -0.10 -1.58 -0.673
N -0.14 -0.78 -0.70 -0.162
O -1.75 0.46 0.98 -0.518
O 0.29 -0.68 0.65 -0.424
Cl 0.03 0.54 2.96 0.065
H 0.94 0.96 -1.30 0.317
H 1.64 -0.46 -1.80 0.370
H -1.03 -0.24 -0.65 0.351

(Q)
9
Properties=species:S:1:pos:R:3:nbo_charge:R:1 method="wB97M-V/def2-TZVPD" charge=0 homo_lumo_gap_ha=0.39376 e_lumo_ev=0.483
C 2.25 0.57 -0.58 0.372
N -0.39 -1.12 0.90 -0.432
N -0.84 -0.59 -0.13 0.204
O 1.41 1.10 0.07 -0.516
O -0.89 -1.11 -1.23 -0.440
Cl 3.14 -0.80 -0.05 -0.012
H 2.54 0.87 -1.60 0.154
H -0.42 -0.53 1.72 0.337
H -1.22 0.40 -0.08 0.333

Energetically preferred structure: (Q) | next structure: +0.128 eV

(P)
9
Properties=species:S:1:pos:R:3:nbo_charge:R:1 method="wB97M-V/def2-TZVPD" charge=0 homo_lumo_gap_ha=0.30867 e_lumo_ev=0.257
C 0.50 0.45 -0.50 0.955
N 1.28 -0.31 -1.19 -0.817
O 0.03 1.53 -0.28 -0.477
O -0.05 -0.78 0.85 -1.023
P -1.24 -0.26 1.78 0.676
H 1.31 -0.26 -2.19 0.421
H 1.68 -1.15 -0.83 0.447
H -0.55 0.21 2.88 -0.110
H -1.37 1.05 1.29 -0.073

(Q)
9
Properties=species:S:1:pos:R:3:nbo_charge:R:1 method="wB97M-V/def2-TZVPD" charge=0 homo_lumo_gap_ha="0.29617 / 0.29637" e_lumo_ev="-0.846 / -0.845"
C 0.19 -0.96 -0.30 -0.584
N 0.90 1.15 -0.23 0.487
O -0.04 1.86 0.13 -0.400
O 1.96 1.44 -0.69 -0.347
P -1.33 -0.90 0.63 0.343
H 0.12 -1.11 -1.35 0.225
H 1.04 -1.42 0.17 0.219
H -1.86 0.04 -0.24 0.013
H -0.97 -0.09 1.89 0.045

Energetically preferred structure: (P) | next structure: +3.886 eV

(P)
15
Properties=species:S:1:pos:R:3:nbo_charge:R:1 method="wB97M-V/def2-TZVPD" charge=0 homo_lumo_gap_ha=0.34584 e_lumo_ev=0.498
C 1.51 -0.31 0.74 -0.361
C 0.75 -1.04 -0.23 -0.104
C -0.55 -0.61 -0.91 -0.224
C -1.34 0.54 -0.47 -0.209
C -0.80 1.89 0.11 -0.519
H 1.07 0.43 1.45 0.249
H 2.02 -1.16 1.26 0.235
H 1.44 -1.90 -0.74 0.237
H -0.89 -1.04 1.09 0.331
H -1.05 -1.17 -1.75 0.243
H -2.74 0.47 -0.80 0.249
H 0.42 2.62 0.36 0.292
H -1.94 2.51 0.26 0.226
N -0.54 -1.66 0.15 -0.549
Cl 2.65 0.44 -0.53 -0.095

(Q)
15
Properties=species:S:1:pos:R:3:nbo_charge:R:1 method="wB97M-V/def2-TZVPD" charge=0 homo_lumo_gap_ha=0.38446 e_lumo_ev=1.053
C -0.68 -0.79 0.20 -0.241
C 0.14 -0.05 1.26 -0.206
C 1.20 -0.54 1.76 -0.373
C -0.52 -0.30 -1.19 -0.103
C -0.41 1.17 -1.37 -0.252
H -0.46 -1.83 0.22 0.223
H -0.10 1.06 1.49 0.218
H 1.44 -1.51 1.51 0.182
H 1.92 -0.18 2.55 0.218
H -1.01 -0.80 -1.97 0.219
H -0.40 1.84 -0.57 0.184
H -0.74 1.74 -2.25 0.198
H 1.26 0.40 -0.66 0.354
N 0.75 0.37 -1.50 -0.575
Cl -2.40 -0.58 0.51 -0.045

Energetically preferred structure: (Q) | next structure: +5.747 eV

(P)
15
Properties=species:S:1:pos:R:3:nbo_charge:R:1 method="wB97M-V/def2-TZVPD" charge=0 homo_lumo_gap_ha=0.36681 e_lumo_ev=0.820
C -0.82 -2.45 0.62 -0.403
C -0.80 -1.16 0.84 -0.064
C -0.03 0.00 0.04 0.274
C 1.03 -0.47 -0.88 -0.717
C 0.02 2.47 0.01 -0.425
N -0.50 1.12 0.35 -0.409
Cl -1.98 -0.50 1.90 0.019
H -1.47 -3.02 1.16 0.210
H 0.03 -3.04 0.06 0.205
H 2.03 -0.02 -0.78 0.244
H 0.74 0.07 -1.79 0.245
H 1.26 -1.54 -0.98 0.242
H 1.02 2.45 -0.66 0.159
H 0.10 3.07 0.83 0.208
H -0.64 3.01 -0.73 0.212

(Q)
15
Properties=species:S:1:pos:R:3:nbo_charge:R:1 method="wB97M-V/def2-TZVPD" charge=0 homo_lumo_gap_ha=0.30981 e_lumo_ev=-0.029
C 1.89 2.61 0.38 -0.133
C -1.20 -1.23 0.39 -0.146
C 1.48 0.35 -0.46 0.126
C -1.28 -1.80 -1.00 -0.663
C -1.43 0.01 0.79 -0.426
N 1.91 1.45 -0.12 -0.362
Cl 2.67 -0.93 -0.65 -0.038
H -0.86 -1.99 1.10 0.186
H 1.69 2.58 1.54 0.196
H -1.60 -2.87 -0.89 0.217
H -0.36 -1.61 -1.52 0.234
H -2.02 -1.15 -1.51 0.212
H 2.34 3.49 -0.09 0.209
H -1.41 0.18 1.86 0.193
H -1.82 0.89 0.19 0.197

Energetically preferred structure: (P) | next structure: +1.597 eV

(P)
7
Properties=species:S:1:pos:R:3:nbo_charge:R:1 method="wB97M-V/def2-TZVPD" charge=+1 homo_lumo_gap_ha=0.40441 e_lumo_ev=-3.731
Cs 0.41 0.14 -3.03 0.996
C -0.14 -0.35 0.59 -0.257
O -0.02 0.82 -0.19 -0.785
H -1.18 -0.57 0.84 0.190
H 0.14 -1.23 -0.02 0.155
H 0.49 -0.37 1.47 0.202
H 0.29 1.56 0.34 0.499

(Q)
7
Properties=species:S:1:pos:R:3:mulliken_charge:R:1 method="wB97M-V/def2-TZVPD" charge=+1 homo_lumo_gap_ha=0.43844 e_lumo_ev=-3.677
Cs -0.73 -0.43 2.19 0.923
C 0.34 -0.23 -0.43 -0.557
O -0.73 0.36 0.21 -0.599
H 0.09 -0.23 -1.49 0.246
H 1.20 0.44 -0.38 0.335
H 0.62 -1.20 -0.04 0.301
H -0.79 1.29 -0.05 0.351

Energetically preferred structure: (P) | next structure: +2.228 eV